Below is 2 unconnected molecules or ions with the total composition C29H65BO2P, with properties calculated with wB97M-V/def2-TZVPD.

Structure (XYZ):
```
98
Properties=species:S:1:pos:R:3:forces:R:3
C -1.5439 -1.2980 -1.0005 0.18 0.04 0.05
C -2.5940 -0.5499 -1.8109 0.08 0.07 -0.01
O -3.8812 -1.1204 -1.7659 -0.22 0.09 0.11
C -4.0397 -2.3840 -2.3836 0.10 -0.11 0.00
C -3.8357 -2.3870 -3.8943 -0.03 0.06 -0.23
C -3.6163 -3.8065 -4.4538 -0.03 0.03 0.00
C -2.2190 -4.0615 -5.0431 -0.04 -0.03 0.04
C -2.0983 -3.8311 -6.5617 0.24 0.04 0.17
B -1.3934 -2.5125 -7.0126 -0.12 0.04 0.09
C -0.7823 -2.3673 -8.4384 -0.12 0.25 -0.04
C -0.5815 -0.9293 -8.9315 0.04 0.06 0.03
C 0.5578 -0.2130 -8.2045 -0.03 -0.03 0.04
C 0.4830 1.3092 -8.2952 0.04 -0.06 -0.09
C -0.5615 1.9381 -7.3782 -0.10 -0.10 0.07
O 0.0389 2.9986 -6.6600 0.17 0.19 -0.15
C -0.8658 3.7202 -5.8608 -0.07 -0.12 0.06
H -1.6397 -1.0933 0.0672 -0.10 -0.04 0.01
H -0.5459 -0.9852 -1.3170 -0.01 0.03 0.04
H -1.5975 -2.3768 -1.1401 -0.01 0.00 -0.07
H -2.7236 0.4529 -1.4017 0.03 0.03 -0.04
H -2.2521 -0.4245 -2.8430 0.00 -0.07 -0.02
H -3.3820 -3.1290 -1.9173 0.05 0.03 -0.04
H -5.0629 -2.6779 -2.1478 0.01 -0.07 0.01
H -4.7008 -1.9195 -4.3683 0.00 0.05 0.05
H -2.9806 -1.7613 -4.1560 0.03 -0.05 0.00
H -3.7959 -4.5363 -3.6600 -0.07 0.02 0.05
H -4.3684 -4.0055 -5.2187 0.00 -0.12 -0.01
H -1.9110 -5.0817 -4.8068 -0.04 -0.01 -0.03
H -1.5113 -3.4026 -4.5301 0.08 -0.09 0.09
H -3.0950 -3.8414 -7.0219 -0.02 0.01 -0.09
H -1.5696 -4.6629 -7.0435 -0.10 -0.05 0.01
H -1.3281 -1.6014 -6.2260 0.01 0.01 -0.05
H -1.3919 -2.9495 -9.1390 0.11 -0.04 -0.06
H 0.1967 -2.8685 -8.4125 -0.01 -0.11 -0.01
H -0.3738 -0.9231 -10.0054 -0.03 0.04 0.01
H -1.5067 -0.3583 -8.8015 -0.05 -0.04 0.03
H 0.5503 -0.5027 -7.1488 0.03 0.01 0.02
H 1.5114 -0.5588 -8.6129 0.00 -0.02 0.00
H 0.2754 1.5900 -9.3303 0.13 0.08 -0.02
H 1.4442 1.7467 -8.0210 -0.01 0.01 -0.03
H -0.9567 1.1873 -6.6780 -0.01 -0.01 0.03
H -1.4108 2.3366 -7.9442 -0.06 -0.05 -0.03
H -0.5054 4.7424 -5.7595 0.07 -0.01 0.01
H -1.8627 3.7438 -6.3101 -0.03 0.06 -0.02
H -0.9469 3.2713 -4.8652 -0.08 -0.02 0.05
C 1.7233 -0.8992 0.7907 -0.02 0.09 0.06
C 2.7840 -0.4603 1.7940 -0.06 0.01 -0.03
C 2.6390 -1.1695 3.1380 0.04 0.02 0.05
C 1.4834 -0.7061 4.0409 -0.09 -0.15 -0.11
P 1.7422 0.7630 5.0653 0.03 -0.05 0.03
C 3.3616 0.5493 5.8519 0.09 -0.05 0.01
C 3.7017 -0.7697 6.5640 0.00 -0.02 0.01
C 3.0397 -1.0566 7.9148 0.02 0.03 0.03
C 3.1410 0.0745 8.9336 0.00 -0.02 -0.02
C 0.4969 0.7049 6.3750 -0.18 -0.01 0.10
C -1.0132 0.7773 6.0919 0.05 -0.03 -0.06
C -1.5906 2.1137 5.6356 0.04 0.02 0.06
C -1.2038 3.3020 6.5094 -0.01 0.00 -0.03
C 1.9904 2.3796 4.2757 0.04 0.21 -0.22
C 0.9867 3.1826 3.4248 -0.10 -0.04 0.15
C 0.2292 2.4828 2.2835 0.07 -0.03 -0.02
C 0.7241 2.9117 0.9038 0.02 -0.07 0.06
H 0.7129 -0.7210 1.1634 -0.04 0.01 -0.02
H 1.8226 -0.3625 -0.1506 0.00 0.04 -0.04
H 1.8110 -1.9652 0.5753 0.00 0.00 0.02
H 2.7597 0.6269 1.9200 -0.02 0.02 0.02
H 3.7709 -0.6954 1.3925 0.02 0.02 0.00
H 3.5744 -1.1243 3.6987 0.01 0.03 -0.03
H 2.4665 -2.2294 2.9380 0.03 -0.03 0.04
H 1.3159 -1.4784 4.8009 -0.04 0.03 0.02
H 0.5398 -0.6335 3.4966 0.02 0.12 -0.03
H 3.5162 1.4098 6.5069 -0.05 -0.01 0.04
H 4.0720 0.6823 5.0300 -0.01 0.03 0.00
H 4.7834 -0.7483 6.7148 0.01 0.01 0.00
H 3.5177 -1.6085 5.8886 0.01 -0.01 0.01
H 3.5376 -1.9376 8.3233 -0.04 -0.03 0.01
H 1.9984 -1.3595 7.7854 0.00 0.04 -0.02
H 4.1718 0.2185 9.2594 0.02 0.03 -0.04
H 2.5457 -0.1493 9.8178 0.03 -0.02 0.02
H 2.7861 1.0298 8.5416 -0.05 -0.01 0.01
H 0.7978 1.4247 7.1398 0.00 0.08 -0.06
H 0.6810 -0.2784 6.8141 0.08 0.05 0.03
H -1.4913 0.4952 7.0324 0.00 -0.02 0.02
H -1.2839 -0.0028 5.3759 -0.01 0.00 -0.01
H -2.6772 2.0134 5.6397 -0.01 -0.01 -0.04
H -1.3215 2.2972 4.5969 0.10 0.05 -0.11
H -1.6321 3.2146 7.5090 0.03 -0.04 0.02
H -1.5700 4.2340 6.0792 -0.02 -0.01 0.01
H -0.1217 3.4040 6.6243 0.01 0.02 -0.04
H 2.9318 2.2599 3.7303 -0.04 -0.14 -0.06
H 2.2556 3.0011 5.1395 0.05 -0.01 0.01
H 1.5756 3.9911 2.9874 0.02 0.05 0.07
H 0.2919 3.6750 4.1021 -0.09 -0.05 0.04
H -0.8301 2.7317 2.3550 -0.04 -0.04 0.04
H 0.2845 1.3960 2.3810 0.06 -0.06 0.00
H 0.4947 3.9644 0.7345 0.03 0.01 -0.01
H 0.2459 2.3370 0.1122 -0.02 -0.02 -0.02
H 1.8047 2.7907 0.8058 0.02 -0.05 0.00
```
Positions in Å, forces in eV/Å.

As for the total charge: +1. The value obtained for the HOMO energy is -10.9 eV. The energy comes out at -45181.187 eV.